The following is a quantum chemistry calculation of 2 unconnected molecules or ions with the total composition C5H12O2, from the OMol25 dataset.

Total charge ... 0
Maximum force ... 0.380 eV Å⁻¹
Calculated total energy ... -9474.1556 eV
SMILES string ... C/C=C(/O)CC.O
ΔE to the lowest compared entry with this formula, charge and spin ... 0.980 eV
HOMO level ... -8.764 eV
2S+1 ... 1

Each line ends with the natural charge from an NBO analysis.
Cartesian coordinates (Å):
O: -0.67781 -0.82036 1.60546  -0.7003
O: -0.44155 -2.54740 -0.88460  -0.9473
C: 0.91045 0.79078 0.69583  -0.4712
C: -0.44080 0.13117 0.63643  0.3136
C: 2.09068 -0.18699 0.63016  -0.6059
C: -1.42727 0.36907 -0.23223  -0.3030
C: -1.40936 1.30103 -1.40968  -0.6369
H: -1.96351 2.22662 -1.21212  0.2164
H: -0.39545 1.57655 -1.71613  0.2071
H: 3.03751 0.36062 0.66641  0.2178
H: -2.34850 -0.18802 -0.06450  0.2137
H: 2.06150 -0.78160 -0.28785  0.2231
H: 2.10333 -0.89104 1.47154  0.1911
H: -1.88917 0.82072 -2.27033  0.2182
H: 0.96536 1.36829 1.63003  0.2149
H: -0.46153 -1.64873 -1.23529  0.4695
H: 0.99244 1.51787 -0.11628  0.2233
H: -0.83890 -2.42091 -0.01209  0.4757
H: 0.13258 -0.97767 2.10522  0.4802